The following is a quantum chemistry calculation of a 2-piece molecular cluster, C4HClNO2 overall, from the OMol25 dataset.

## Properties
charge: -1
energy above the lowest of the compared OMol25 structures with the same formula, charge and spin: 38.2 kcal per mole
HOMO-LUMO gap: 6.2906 eV
HOMO level: -2.93 eV

Atoms and positions in Å:
C 1.3394 0.7087 -0.8505
C -0.2176 0.7980 -0.1794
O -0.7889 -2.8501 0.0012
H -1.2137 0.6931 -0.5995
Cl 0.2807 3.3943 -1.1206
O -0.2956 -2.0183 2.0749
C 0.7049 1.8822 -0.2305
N 0.6946 -0.2375 -0.0994
C -0.5038 -2.3705 1.0038

---

The following is a quantum chemistry calculation of the molecule C4HNO, from the OMol25 dataset.

## Properties
energy above the lowest of the compared OMol25 structures with the same formula, charge and spin: 9.0 kcal per mole
HOMO-LUMO gap: 10.1847 eV
SMILES: N#CC#CC=O
HOMO level: -11.38 eV

Atoms and positions in Å:
C -0.8704 -0.2188 -2.0990
H 0.4727 -0.4860 2.2768
O 0.8915 1.4655 1.8782
C -0.0261 0.0395 0.2695
C 0.4897 0.3680 1.5820
N -1.0011 0.3872 -3.0761
C -0.4787 -0.3334 -0.7841

---

The following is a quantum chemistry calculation of a 2-piece molecular cluster, C4HO4 overall, from the OMol25 dataset.

## Properties
charge: -1
energy above the lowest of the compared OMol25 structures with the same formula, charge and spin: 4.2 kcal per mole
HOMO-LUMO gap: 7.3321 eV
HOMO level: -3.87 eV

Atoms and positions in Å:
C -0.9630 -0.0180 0.3730
O 2.6736 -3.6289 -2.7451
O 3.9571 -2.5663 -1.1971
O -1.9046 0.0230 1.1541
C 3.2190 -3.0628 -1.9144
C 0.6322 -1.9422 -0.2340
C -0.1743 -1.1078 0.1879
O 1.4354 -2.7734 -0.6078
H -0.7615 0.9798 -0.1891

---

The following is a quantum chemistry calculation of C50H103NO18SSi2 as an isolated structure, from the OMol25 dataset.

## Properties
HOMO-LUMO gap: 8.2924 eV
HOMO level: -7.91 eV

Atoms and positions in Å:
C -5.0965 -1.5598 5.7916
C 0.3857 1.7154 1.6580
H 1.3376 -5.9894 0.8093
O 0.5387 -3.5702 0.1402
H -6.3737 -0.0424 7.8197
H -1.2825 -5.6681 -7.5667
C -5.8732 1.7195 -4.1028
H -2.5456 -0.9342 -2.1069
H 0.5954 -5.5026 -5.6610
H -7.6107 -0.9692 6.9574
H -3.3140 -1.2698 -0.5185
H -9.6481 -0.0837 1.9952
H -5.7188 -2.4564 5.8156
H -1.4621 -0.8759 2.6585
H -3.9222 4.0707 0.5379
C -8.3751 1.2685 0.9247
H -1.1547 2.4902 -4.8936
C -3.3047 3.5267 2.5208
H 2.1281 1.3201 -2.5176
H 2.6750 -3.9583 -1.4346
H -6.9124 0.9820 -2.3949
O 1.2594 -2.4032 -2.6034
H 9.0122 -1.6594 -0.2935
C -0.9707 -4.1097 -6.1236
C -5.9856 -1.2246 12.2302
H -4.5050 -3.0962 -4.2034
N -1.9124 -2.7055 -1.2085
H -1.5261 3.7794 -6.0549
H -2.4693 -4.3081 5.5942
H 2.3176 0.7169 -7.0861
H 0.6189 2.6703 2.1278
O -5.9085 0.4483 4.8080
H -6.8556 -0.1463 -3.7653
H 4.8451 0.9791 -1.2297
C 3.3652 -3.2503 -0.9791
H -6.7981 3.6571 -4.1379
H -6.2566 -2.2049 11.8458
C -5.9717 -0.3317 5.7337
H 0.1322 5.4191 -4.7595
C -1.8338 -2.6852 3.8018
H 3.6037 -2.2565 0.8657
H -2.8287 3.0324 -5.1036
H -4.9206 -1.2141 12.4671
C 10.6931 -1.1989 -1.5340
C 3.1340 -1.2850 3.6945
H 4.7733 -0.6231 -0.4808
C 9.8952 -2.1604 -0.6857
C -6.9706 0.8969 -3.4811
C 2.6218 -0.6334 -3.3876
O 1.8191 -5.4915 1.4775
C -5.9805 1.2571 11.5592
H 1.1587 -3.9677 -6.3518
H 11.7349 -2.5704 -2.8122
C -1.3690 -4.5822 -7.5024
C 10.0460 6.4523 -1.3810
H 11.1051 6.6558 -1.2153
H -6.5503 -1.0284 13.1428
H -4.5350 2.5858 3.9955
H 9.7002 7.0307 -2.2344
H -4.4564 -1.5935 4.9141
H 3.2882 -1.7727 4.6614
H -2.2650 4.5471 0.9559
O -2.5000 4.7608 -3.2961
H 4.9550 3.4799 -5.1870
H 9.5868 -3.0198 -1.2838
H -4.4699 -1.5375 6.6827
H 4.0024 0.1936 -6.8722
H 0.5051 4.1311 -3.6027
C 10.2629 4.0239 -0.5625
H -4.1306 -1.3365 -4.0098
H -0.1806 5.6663 -3.0288
C 6.6372 0.3775 -0.2196
H 0.7540 0.2414 -2.6425
C -3.9113 -2.3528 -3.6769
O -1.7386 -3.5086 -5.4129
H 3.6010 1.4136 -8.0961
H -6.2471 1.2656 0.9116
C 1.2094 -0.4902 1.4087
C -4.1456 -2.4072 -2.1763
O 2.6437 2.5264 -5.3848
C 5.4043 0.0619 -1.0319
H -1.3289 -2.1078 0.7070
H 5.6894 -0.3972 -1.9807
H 0.2533 0.0503 4.2582
H -5.0263 3.6660 -4.2820
C -1.7705 -2.9881 0.2228
H -7.4935 0.7872 6.7239
H -0.7185 -4.1328 -8.2547
H -5.3045 2.8363 2.4221
H -1.9952 -0.6370 4.3038
H -0.5339 1.3477 2.1180
C -5.8730 3.1955 -3.7883
H -6.2483 1.9116 10.7332
O 9.3498 4.5906 -2.6856
H -1.0256 -2.3213 -1.5161
H 8.0095 0.9072 -1.7698
H -0.8309 -4.5493 1.4108
H -2.8607 -2.7360 3.4357
H 7.1621 2.2882 -1.0300
H -4.9154 1.3637 11.7703
C -6.2954 -0.1730 11.1931
H 0.5901 -4.0266 -4.6678
H 0.2381 1.9044 0.5884
C -2.9781 -1.7033 -1.4654
O -8.4199 1.7006 -0.2037
O -5.0218 1.2307 -4.8125
O -6.7729 -0.4620 10.1204
H 2.4620 -1.0291 -4.3890
C -4.6446 3.2773 3.1646
O 1.4699 0.8421 1.9004
H -5.7836 3.3500 -2.7122
H 10.5018 -2.5143 0.1493
C 9.8364 4.9804 -1.6507
H 8.4712 1.4630 -0.1582
C 3.3555 1.0428 -7.0998
H -2.7387 -3.2434 0.6542
H -2.8497 -2.5212 -3.8402
C 3.5555 2.1348 -6.0756
H 12.4381 -0.9416 -2.7371
H 5.1191 -1.0936 2.9134
C 3.3580 -3.2753 0.5643
H 12.6488 -2.0653 -1.3783
C 0.1113 -1.0309 4.1719
H 10.0619 3.0040 -0.8813
C -1.7903 3.3570 -5.0837
H -1.2235 -3.3830 3.2326
H -6.9717 1.6168 2.4996
H 3.9955 0.4008 2.7589
C 7.6340 1.3225 -0.8356
H 9.4876 6.7537 -0.4933
C 4.9452 2.7095 -5.9542
C 0.4368 -4.4225 -5.6703
C -1.5893 4.3900 -4.0007
H 5.2542 3.1468 -6.9048
Si 1.4506 -1.5446 2.9523
H 4.3689 -3.5072 -1.3272
C 11.9624 -1.7284 -2.1566
H 0.2485 -1.5130 5.1395
H 1.8928 -0.6876 0.5779
H 3.6452 -0.3145 -3.2136
H -9.6414 1.5738 2.6271
H -5.0743 4.2123 3.5287
H -6.9604 -0.0420 1.8741
C 4.1536 -0.6232 3.0878
C -9.6243 0.9712 1.7176
H -10.5002 1.2035 1.1164
H 11.3312 4.1322 -0.3690
O 3.1014 -1.9051 -1.4163
C -1.3369 -1.2482 3.6760
H 5.6538 1.9252 -5.6826
H 4.1640 -3.9224 0.9093
C 2.2470 -1.7560 -2.4554
Si 1.7261 -3.8553 1.2349
C -3.2817 4.4583 1.3319
C -7.0511 1.0095 1.5986
H 0.1859 -0.5282 1.0280
H -7.9465 1.2580 -3.8103
H -2.3981 -4.2926 -7.7010
C 1.6673 0.5585 -3.1468
O 10.3314 -0.0579 -1.7045
H -3.6434 5.4458 1.6228
H 1.3846 1.0394 -4.0775
S -1.8824 -3.1056 5.5669
H 9.7072 4.2333 0.3533
C -0.1919 4.9371 -3.8360
H -6.5452 1.5495 12.4458
H -4.1071 -3.4448 -1.8312
O 1.3231 -3.1956 2.6886
O 6.8096 -0.1152 0.8738
H -0.9447 -4.8937 -0.3265
C -0.7694 -4.1078 0.4119
H -5.8270 -2.3423 -1.1837
O -5.3967 -1.7874 -1.8403
O -2.2982 2.9919 2.9252
C -6.9229 -0.1256 6.8833